[1]
A molecular structure, C26H14I2MnN3O5S4 at a distorted geometry. Source: the Open Molecules 2025 dataset; level of theory: wB97M-V/def2-TZVPD.

Output
HOMO (spin up / spin down), eV: -10.43 / -10.45
Energy, a.u.: -4878.56411
Frontier orbital gap (spin up / spin down), eV: 4.83 / 4.69
LUMO (spin up / spin down), hartree: -0.2057 / -0.2116
Largest force on an atom, eV/A: 2.00
Net charge: +1
Spin multiplicity: 2

Atoms and positions in Å:
Mn -0.2005 -0.5944 0.4638
O -3.1266 3.1494 -1.8676
C -3.6250 3.0031 -0.6400
C -4.5981 3.9249 -0.2444
C -5.1550 3.8604 1.0113
C -4.7715 2.8656 1.9165
C -3.8239 1.9482 1.5444
C -3.2305 1.9921 0.2693
C -2.2223 1.0038 -0.0432
O -1.8749 0.1116 0.8109
N -1.6545 0.9916 -1.2680
N -0.7492 0.0430 -1.3565
C -0.2539 -0.2645 -2.5293
C 0.4333 -1.4780 -2.7177
C 1.0466 -1.8223 -3.9400
C 1.4990 -3.0939 -4.1482
C 1.3107 -4.0872 -3.1600
C 0.7184 -3.7960 -1.9628
C 0.3123 -2.4705 -1.6821
O -0.1641 -2.1759 -0.5243
H -2.4604 2.4590 -2.0398
H -4.8946 4.6806 -0.9591
H -5.8957 4.5939 1.3016
H -5.2225 2.8204 2.8979
H -3.5127 1.1672 2.2243
H -0.4924 0.3699 -3.3792
H 1.1436 -1.0701 -4.7129
H 1.9773 -3.3572 -5.0812
H 1.6483 -5.0976 -3.3501
H 0.5544 -4.5510 -1.2051
I 0.7535 4.3014 -0.2227
C 2.1072 2.7115 -0.1635
C 3.4736 2.8720 -0.4447
C 4.3323 1.8011 -0.4568
I 6.3646 2.1388 -0.8448
C 3.8626 0.4895 -0.2019
C 4.6122 -0.7046 -0.2082
C 3.9916 -1.8927 0.0838
C 2.6151 -1.9235 0.3416
N 1.8749 -0.8333 0.3228
C 2.4896 0.3552 0.0905
C 1.6088 1.4629 0.1469
O 0.3678 1.1898 0.4768
H 3.8554 3.8613 -0.6562
H 5.6678 -0.6789 -0.4436
H 4.5499 -2.8179 0.1011
H 2.1056 -2.8558 0.5518
O -1.6951 -2.4844 7.1968
C -1.3812 -2.2154 6.0895
S -0.4144 -0.7564 5.6668
C -0.3663 -1.0444 3.9653
C -1.0462 -2.2318 3.4842
S -1.0476 -2.6314 1.8847
S -1.8211 -3.2204 4.6682
S 0.4241 -0.0187 2.9434

---

[2]
C9H17N in the gas phase at a distorted geometry. Source: the Open Molecules 2025 dataset; level of theory: wB97M-V/def2-TZVPD.

Output
HOMO, eV: -7.97
Energy, a.u.: -407.77060
Structure (SMILES): C=C(N)CC(=C)C(C)(C)C
Frontier orbital gap, eV: 8.83
LUMO, hartree: 0.0314
Energy relative to the best compared isomer or geometry (same formula, charge and spin), kcal/mol: 52.0
Largest force on an atom, eV/A: 6.76
Net charge: 0

Atoms and positions in Å:
C 1.3667 -0.4197 -0.6167
C -1.1194 -0.0524 -0.3520
C 1.9205 0.9949 -0.7227
C 1.0600 -0.9736 -2.0035
C 2.3737 -1.3376 0.0605
C -0.0581 -0.2479 0.5708
C -2.3958 0.7671 0.6462
N -3.1406 -0.0056 1.5206
C 0.0668 -0.4327 1.8599
C -2.5075 2.0911 0.5530
H -3.9227 0.4560 1.9720
H -3.3466 -0.9471 1.2245
H -1.5739 -0.9823 -0.6897
H -0.9584 0.6790 -1.1369
H 2.8604 1.0043 -1.2842
H 1.2220 1.6614 -1.2283
H 2.1370 1.4049 0.2633
H 1.9766 -1.0539 -2.5972
H 0.4080 -0.3195 -2.5811
H 0.6141 -1.9665 -1.9425
H 2.7154 -0.9404 1.0149
H 3.2739 -1.4463 -0.5535
H 1.9542 -2.3326 0.2106
H 1.0238 -0.5675 2.3377
H -0.7860 -0.3403 2.5164
H -3.2967 2.6408 1.0550
H -1.8674 2.6664 -0.0972

---

[3]
2 unconnected molecules or ions with the total composition C11H13NOSe at a distorted geometry. Source: the Open Molecules 2025 dataset; level of theory: wB97M-V/def2-TZVPD.

Output
HOMO, eV: -9.26
Energy, a.u.: -2958.19078
Frontier orbital gap, eV: 8.29
LUMO, hartree: -0.0356
Energy relative to the best compared isomer or geometry (same formula, charge and spin), kcal/mol: 76.0
Largest force on an atom, eV/A: 3.80
Net charge: 0

Atoms and positions in Å:
C 1.7028 -2.8565 -2.0205
C -3.5030 2.2145 -0.4387
C -2.8554 1.3219 0.3708
C -2.9782 2.4245 -1.7502
C -1.8326 0.5461 -0.1698
C -1.9888 1.6565 -2.3090
C -1.4520 0.6901 -1.5250
C 2.5914 -1.2126 2.1731
C 2.0063 -1.6763 -1.2292
C 1.8114 0.0461 2.2129
C 0.8356 -0.7722 -0.9152
N 1.3161 -3.7295 -2.6748
O 0.6102 -0.1812 3.1039
Se -0.1842 -0.4556 -2.4489
H -4.2753 2.9295 -0.0692
H -3.2428 1.2792 1.4070
H -3.2512 3.3150 -2.3370
H -1.2909 -0.0025 0.5740
H -1.4296 1.7567 -3.2073
H 2.0534 -1.8307 1.4791
H 3.6184 -1.1938 1.9157
H 2.5643 -1.7628 3.0932
H 2.3611 -1.9961 -0.2215
H 2.7978 -1.0385 -1.6674
H 2.5014 0.7227 2.7370
H 1.6299 0.4091 1.2052
H -0.1161 -0.6037 2.7118

---

[4]
2 unconnected molecules or ions with the total composition C3H6N2O2 at a distorted geometry. Source: the Open Molecules 2025 dataset; level of theory: wB97M-V/def2-TZVPD.

Output
HOMO, eV: -8.56
Energy, a.u.: -377.74391
Structure (SMILES): [H]/N=N\C=O.C=CO
Frontier orbital gap, eV: 8.37
LUMO, hartree: -0.0070
Energy relative to the best compared isomer or geometry (same formula, charge and spin), kcal/mol: 135.2
Largest force on an atom, eV/A: 4.62
Net charge: 0

Atoms and positions in Å:
C 1.4259 0.6609 -0.2630
C 0.2384 0.8481 -0.9362
C -0.8806 -0.3044 0.5310
O 1.8837 1.5813 0.6054
N -1.0505 -1.5272 -0.2213
N -1.9767 -2.3029 -0.1852
O -1.7532 0.3988 1.0076
H 2.7251 1.3083 0.9902
H -2.6544 -2.1050 0.5857
H 2.0960 -0.1533 -0.5217
H 0.1018 -0.5521 1.1029
H -0.2673 1.7942 -0.8088
H 0.1117 0.3533 -1.8865

---

[5]
A molecular structure, C15H8BrN5O6Os. Source: the Open Molecules 2025 dataset; level of theory: wB97M-V/def2-TZVPD.

Output
HOMO (spin up / spin down), eV: -15.80 / -15.98
Energy, a.u.: -3965.42491
Frontier orbital gap (spin up / spin down), eV: 8.30 / 6.38
LUMO (spin up / spin down), hartree: -0.2757 / -0.3528
Largest force on an atom, eV/A: 0.92
Net charge: +2
Spin multiplicity: 5

Atoms and positions in Å:
Os -0.1189 0.1716 -0.0301
O -1.3005 1.1569 1.2633
C -2.0055 0.6864 2.2075
C -2.1951 -0.6736 2.4992
C -3.0441 -0.9974 3.5779
C -3.2711 -2.3048 3.8683
C -2.6981 -3.3291 3.1184
C -1.8629 -3.0281 2.0609
C -1.5870 -1.7088 1.7424
O -0.7423 -1.4915 0.7188
N -4.1549 -2.6447 5.0079
O -4.5377 -1.7214 5.6916
O -4.3224 -3.8218 5.2279
H -2.5165 1.4212 2.8288
H -3.5160 -0.2247 4.1735
H -2.9196 -4.3559 3.3778
H -1.4095 -3.8098 1.4661
O 3.5582 -1.2474 -4.6621
C 2.7613 -1.1095 -3.6326
C 2.3598 -2.1573 -2.7882
C 1.5371 -1.8929 -1.7304
N 1.0838 -0.6402 -1.4812
C 1.4798 0.3347 -2.3196
Br 0.7025 1.9779 -1.6923
C 2.2945 0.2013 -3.3834
H 3.8525 -2.1586 -4.8100
H 2.7037 -3.1699 -2.9538
H 1.2060 -2.6678 -1.0526
H 2.5915 1.0269 -4.0161
O 1.7851 0.4119 1.5119
N 2.6601 1.2382 1.6986
C 3.8374 1.3659 1.2106
C 4.2545 0.4334 0.1905
N 4.4661 -0.3303 -0.6407
C 4.6902 2.4360 1.6327
N 5.4094 3.2788 1.9353

---

[6]
2 unconnected molecules or ions with the total composition C5H13NO2 at a distorted geometry. Source: the Open Molecules 2025 dataset; level of theory: wB97M-V/def2-TZVPD.

Output
HOMO, eV: -8.54
Energy, a.u.: -403.48381
Structure (SMILES): C[C@@H](C=O)N(C)C.O
Frontier orbital gap, eV: 9.11
LUMO, hartree: 0.0210
Energy relative to the best compared isomer or geometry (same formula, charge and spin), kcal/mol: 58.2
Largest force on an atom, eV/A: 1.97
Net charge: 0

Atoms and positions in Å:
C 0.3158 1.6086 1.4670
N -0.5180 0.7977 0.5906
C -0.8173 1.5053 -0.6713
C 1.3495 -0.8905 0.1337
C -0.1511 -0.5968 0.3418
C -0.7825 -1.5125 1.3911
O -0.2179 -2.2780 2.1215
H -0.2624 2.5298 1.5321
H 0.3582 1.1718 2.4636
H 1.3200 1.7763 1.0743
H 0.1498 1.8728 -1.0266
H -1.4156 2.3840 -0.4190
H -1.4045 0.8534 -1.3021
H 1.6119 -1.3342 -0.8200
H 1.6172 -1.4677 1.0185
H 1.8683 0.0610 0.2346
H -0.8942 -0.7497 -0.4215
H -1.8899 -1.5242 1.3299
H 0.6858 -1.4023 -3.0283
H -0.7260 -1.7691 -2.8376
O -0.1971 -1.0357 -3.1722

---

[7]
2 unconnected molecules or ions with the total composition C7H18NOP at a distorted geometry. Source: the Open Molecules 2025 dataset; level of theory: wB97M-V/def2-TZVPD.

Output
HOMO (spin up / spin down), eV: -7.46 / -6.27
Energy, a.u.: -748.74190
Frontier orbital gap (spin up / spin down), eV: 8.14 / 6.94
LUMO (spin up / spin down), hartree: 0.0248 / 0.0244
Energy relative to the best compared isomer or geometry (same formula, charge and spin), kcal/mol: 78.6
Largest force on an atom, eV/A: 3.64
Net charge: 0

Atoms and positions in Å:
C -0.5781 -2.3987 0.4915
C -0.1008 -1.5799 -1.9684
C -2.3357 1.4768 0.0980
C -0.0919 2.1356 1.1968
C -0.7385 -1.2255 -0.5855
C -1.0362 1.0190 0.7003
C -0.2404 0.1322 -0.1819
N 3.5248 -0.9706 1.0227
O 3.2928 0.1008 -1.1198
P 2.9655 0.4698 0.3865
H 0.2879 -2.9779 0.2005
H -1.4079 -3.0498 0.3483
H -0.5893 -2.0150 1.5309
H -0.8052 -2.1186 -2.5520
H 0.3726 -0.6880 -2.4717
H 0.8523 -2.0679 -1.6901
H -2.2402 1.8727 -0.9291
H -2.8134 2.2890 0.6578
H -3.0673 0.6735 0.0194
H -0.0764 2.9612 0.4367
H 0.9252 1.7382 1.3546
H -0.4861 2.7121 2.0351
H -1.8068 -1.1221 -0.7487
H -1.2541 0.3036 1.5889
H 0.0393 0.6178 -1.0193
H 3.7672 -0.9219 1.9522
H 4.2129 -1.3111 0.4012
H 2.8711 0.8050 -1.6704